Molecular formula: C4H11NO2
Method: DFT, the ωB97M-V functional and the def2-TZVPD basis

For the energy above the lowest of the compared OMol25 structures with the same formula, charge and spin, the calculation gives 19.6 kcal per mole. Its largest force on an atom is 1.56 eV/Å. Its SMILES is CC(=O)N(C)C.O. The spin multiplicity is 1. The calculation puts the HOMO-LUMO gap at 9.7 eV. The calculation puts the highest occupied orbital energy at -0.330 Eh.

Element x y z (Å)
O1 -0.007 -1.626 0.121
O2 -2.237 -0.046 1.615
N1 0.223 0.470 -0.671
C1 1.860 -0.430 0.944
C2 -1.102 0.434 -1.294
C3 1.057 1.533 -1.170
C4 0.643 -0.595 0.076
H1 2.582 0.281 0.550
H2 0.622 2.521 -1.060
H3 -1.752 1.080 -0.703
H4 -2.508 0.611 2.260
H5 2.335 -1.386 1.113
H6 -1.481 -0.573 -1.252
H7 1.308 1.352 -2.233
H8 2.073 1.504 -0.781
H9 -1.026 0.897 -2.275
H10 -1.642 -0.658 2.060
H11 1.608 0.056 1.894

Molecular formula: C4H11NO2
Method: DFT, the ωB97M-V functional and the def2-TZVPD basis

For the energy above the lowest of the compared OMol25 structures with the same formula, charge and spin, the calculation gives 111.1 kcal per mole. Its largest force on an atom is 2.61 eV/Å. Its SMILES is C=C/C=C/N.O.O. The spin multiplicity is 1. The calculation puts the HOMO-LUMO gap at 8.6 eV. The calculation puts the highest occupied orbital energy at -0.293 Eh.

Element x y z (Å)
O1 2.523 2.026 2.332
O2 2.561 -0.884 1.478
N1 -1.658 1.995 -0.595
C1 -0.748 0.963 -0.907
C2 -1.812 -2.231 -1.179
C3 -0.646 -0.188 -0.181
C4 -0.724 -1.469 -0.996
H1 1.598 2.146 2.127
H2 0.253 -1.850 -1.346
H3 2.609 -1.795 1.175
H4 -2.819 -1.944 -1.437
H5 -0.260 1.049 -1.878
H6 -1.572 2.489 0.285
H7 2.919 1.331 1.804
H8 1.817 -0.558 0.956
H9 -1.694 -3.318 -1.117
H10 -0.294 -0.281 0.829
H11 -2.057 2.520 -1.350

Molecular formula: C4H11NO2
Method: DFT, the ωB97M-V functional and the def2-TZVPD basis

For the energy above the lowest of the compared OMol25 structures with the same formula, charge and spin, the calculation gives 57.8 kcal per mole. Its largest force on an atom is 4.14 eV/Å. Its SMILES is C[C@@H](O)[C@H](N)CO. The spin multiplicity is 1. The calculation puts the HOMO-LUMO gap at 10.0 eV. The calculation puts the highest occupied orbital energy at -0.344 Eh.

Element x y z (Å)
O1 2.508 1.439 0.532
O2 -1.214 -1.788 -0.315
N1 0.457 0.228 -1.560
C1 -2.266 0.263 0.150
C2 -0.945 -0.495 0.326
C3 0.228 0.479 -0.185
C4 1.575 0.283 0.636
H1 -1.879 1.255 0.423
H2 -2.584 0.215 -0.916
H3 3.384 1.057 0.385
H4 -0.052 -0.706 -1.747
H5 -0.564 -2.421 -0.028
H6 2.115 -0.552 0.137
H7 1.531 0.011 1.701
H8 -0.665 -0.669 1.375
H9 -2.953 -0.039 0.923
H10 1.372 -0.053 -1.691
H11 -0.048 1.495 -0.148